Density functional theory data (ωB97M-V with the def2-TZVPD basis set) for a cluster of 9 separate species, C24H72N6O9 in total at a distorted geometry.

```
111
Properties=species:S:1:pos:R:3
O 0.993 0.481 -0.375
H 0.234 0.848 0.108
H 1.690 0.799 0.269
O -1.081 1.862 0.931
H -1.368 1.803 1.889
H -1.924 1.862 0.497
O -3.711 0.850 -0.331
H -4.262 1.357 -0.952
H -3.141 0.283 -0.862
C 0.909 -4.438 -0.353
C 1.727 -3.191 0.006
C 3.014 -3.534 0.678
O 2.709 -3.958 2.009
C 3.861 -4.198 2.790
N 2.043 -2.557 -1.246
H 1.123 -4.692 -1.357
H -0.150 -4.325 -0.303
H 1.148 -5.197 0.351
H 1.196 -2.553 0.762
H 3.666 -2.675 0.667
H 3.539 -4.400 0.193
H 4.280 -3.226 3.074
H 4.587 -4.860 2.246
H 3.617 -4.690 3.742
H 1.190 -2.583 -1.814
H 2.216 -1.536 -1.059
C 4.387 0.709 -0.361
C 4.087 1.659 0.716
C 3.750 3.062 0.158
O 3.525 3.921 1.212
C 4.704 4.438 1.781
N 2.898 1.310 1.568
H 5.357 1.090 -0.891
H 3.538 0.740 -1.029
H 4.479 -0.309 0.003
H 4.939 1.761 1.366
H 2.872 2.998 -0.454
H 4.583 3.341 -0.534
H 5.261 5.047 1.015
H 5.437 3.656 2.090
H 4.513 5.120 2.618
H 3.222 0.833 2.383
H 2.537 2.202 1.929
C -2.277 -2.480 -3.714
C -1.830 -1.125 -3.226
C -2.458 0.061 -3.881
O -2.086 0.215 -5.257
C -2.713 1.362 -5.838
N -2.021 -1.045 -1.731
H -1.582 -3.285 -3.415
H -2.245 -2.541 -4.834
H -3.235 -2.727 -3.268
H -0.742 -1.058 -3.437
H -2.176 0.977 -3.288
H -3.533 -0.032 -3.910
H -3.714 1.192 -6.213
H -2.062 1.692 -6.660
H -2.814 2.137 -5.131
H -2.328 -1.925 -1.333
H -1.182 -0.716 -1.301
C 2.811 1.517 -4.177
C 2.218 2.800 -3.739
C 1.768 3.657 -4.916
O 2.871 3.988 -5.738
C 2.505 4.914 -6.728
N 1.055 2.625 -2.858
H 2.257 1.133 -5.063
H 2.706 0.865 -3.332
H 3.841 1.634 -4.535
H 2.979 3.377 -3.198
H 1.242 4.527 -4.545
H 1.036 3.140 -5.541
H 3.376 5.077 -7.425
H 2.162 5.935 -6.357
H 1.687 4.510 -7.329
H 1.114 1.725 -2.401
H 1.112 3.282 -2.078
C -2.870 0.309 5.572
C -2.865 0.736 4.094
C -4.245 1.142 3.652
O -5.026 -0.020 3.638
C -6.407 0.218 3.385
N -1.751 1.631 3.815
H -3.618 -0.400 5.780
H -2.984 1.067 6.358
H -1.845 -0.070 5.774
H -2.617 -0.211 3.575
H -4.141 1.588 2.619
H -4.629 1.909 4.318
H -6.906 -0.681 3.493
H -6.469 0.706 2.379
H -6.767 0.807 4.236
H -0.963 1.008 3.863
H -1.561 2.243 4.610
C -0.342 -2.304 4.197
C -0.698 -3.012 2.910
C -1.940 -3.816 3.111
O -3.049 -3.058 3.463
C -4.007 -2.677 2.402
N -0.930 -2.049 1.774
H 0.644 -1.830 4.016
H -0.273 -3.055 4.973
H -1.153 -1.522 4.373
H 0.077 -3.732 2.587
H -1.770 -4.506 3.933
H -2.116 -4.288 2.145
H -3.655 -1.743 1.990
H -4.963 -2.560 2.934
H -4.037 -3.481 1.608
H -0.224 -1.374 1.691
H -1.833 -1.491 2.002
```

Highest occupied orbital energy = -8.93 eV
Charge = 0
2S+1 = 1
SMILES = COC[C@H](C)N.COC[C@H](C)N.COC[C@H](C)N.COC[C@H](C)N.COC[C@H](C)N.COC[C@H](C)N.O.O.O
DFT total energy = -1963.1537 Ha
Gap between HOMO and LUMO = 9.4 eV



Density functional theory data (ωB97M-V with the def2-TZVPD basis set) for a cluster of 8 separate species, C34H43BClFN9O4S in total at a distorted geometry.

```
94
Properties=species:S:1:pos:R:3
C 5.171 -0.430 1.562
B 4.005 -0.643 2.601
O 4.255 -1.394 3.749
N 2.602 -0.052 2.484
C 2.344 1.241 2.820
N 1.016 1.417 2.619
Cl 0.145 2.850 2.898
C 0.460 0.232 2.162
S -1.320 0.067 1.802
O -1.988 0.303 3.058
O -1.640 -1.279 1.402
F -1.872 1.171 0.800
C 1.502 -0.766 2.034
C 1.418 -2.244 1.521
C 1.441 -3.289 2.721
O 1.882 -4.367 2.508
H 4.925 -0.779 0.532
H 6.028 -1.064 1.903
H 5.563 0.614 1.536
H 3.744 -0.938 4.448
H 3.060 1.999 3.181
H 2.283 -2.410 0.830
H 0.511 -2.342 0.877
H 1.065 -2.932 3.718
N 3.731 1.997 -1.607
C 3.428 1.859 -2.933
C 2.450 0.906 -3.049
C 2.145 0.454 -1.741
C 2.951 1.147 -0.873
H 4.421 2.625 -1.232
H 3.936 2.449 -3.679
H 2.002 0.572 -3.971
H 1.417 -0.295 -1.468
H 3.035 1.107 0.201
N 0.143 -1.199 6.725
C 0.403 -1.410 8.053
C -0.251 -2.550 8.433
C -0.927 -3.052 7.291
C -0.662 -2.205 6.247
H 0.487 -0.426 6.185
H 1.026 -0.729 8.611
H -0.246 -2.978 9.422
H -1.537 -3.940 7.241
H -0.970 -2.215 5.214
N -5.003 1.810 1.914
C -5.575 1.663 0.678
C -6.507 2.656 0.525
C -6.493 3.436 1.711
C -5.555 2.891 2.548
H -4.289 1.215 2.298
H -5.271 0.866 0.018
H -7.128 2.808 -0.343
H -7.103 4.299 1.926
H -5.233 3.177 3.536
N 6.469 0.418 -5.801
C 5.720 -0.250 -4.869
C 6.356 -1.431 -4.587
C 7.536 -1.475 -5.374
C 7.579 -0.320 -6.110
H 6.239 1.312 -6.197
H 4.804 0.170 -4.491
H 6.013 -2.181 -3.891
H 8.270 -2.264 -5.397
H 8.301 0.039 -6.825
N 1.759 5.748 2.001
C 1.868 7.055 2.399
C 2.059 7.820 1.280
C 2.060 6.945 0.161
C 1.870 5.675 0.634
H 1.618 4.965 2.612
H 1.802 7.324 3.441
H 2.184 8.891 1.264
H 2.184 7.219 -0.874
H 1.805 4.728 0.122
N -2.590 -2.014 -1.375
C -3.603 -2.919 -1.200
C -4.290 -3.017 -2.382
C -3.665 -2.143 -3.308
C -2.619 -1.540 -2.660
H -1.929 -1.741 -0.670
H -3.748 -3.412 -0.252
H -5.146 -3.648 -2.563
H -3.951 -1.975 -4.334
H -1.895 -0.816 -3.000
N -5.762 -4.042 -5.616
C -6.375 -2.839 -5.851
C -7.670 -3.090 -6.222
C -7.849 -4.497 -6.206
C -6.657 -5.057 -5.826
H -4.806 -4.161 -5.333
H -5.838 -1.912 -5.735
H -8.408 -2.346 -6.477
H -8.751 -5.038 -6.445
H -6.368 -6.086 -5.688
```

Highest occupied orbital energy = -9.31 eV
Charge = +1
2S+1 = 1
DFT total energy = -3097.8618 Ha
Gap between HOMO and LUMO = 4.3 eV



Density functional theory data (ωB97M-V with the def2-TZVPD basis set) for a cluster of 9 separate species, C63H147N9O15 in total at a distorted geometry.

```
234
Properties=species:S:1:pos:R:3
C 6.965 -5.999 -6.016
C 7.248 -6.897 -4.783
C 6.328 -8.102 -5.019
C 6.681 -9.335 -4.183
C 8.120 -9.699 -4.293
C 9.099 -8.500 -4.161
N 8.679 -7.342 -4.933
O 9.587 -6.342 -4.896
C 9.200 -8.218 -2.670
C 10.467 -9.016 -4.703
C 6.815 -6.132 -3.498
H 5.907 -5.849 -6.230
H 7.404 -6.345 -6.952
H 7.290 -4.960 -5.955
H 5.296 -7.810 -4.827
H 6.428 -8.515 -6.023
H 6.059 -10.223 -4.288
H 6.414 -9.021 -3.174
H 8.229 -10.087 -5.306
H 8.404 -10.535 -3.654
H 8.215 -8.072 -2.227
H 9.626 -9.060 -2.125
H 9.850 -7.402 -2.354
H 10.447 -9.095 -5.790
H 11.314 -8.369 -4.479
H 10.642 -9.968 -4.201
H 6.691 -6.821 -2.662
H 5.851 -5.637 -3.616
H 7.579 -5.445 -3.134
H 10.139 -6.530 -5.658
C -2.113 0.654 3.737
C -2.458 0.975 2.296
C -1.277 1.848 1.867
C -1.211 2.005 0.331
C -1.161 0.606 -0.299
C -2.348 -0.301 0.073
N -2.534 -0.294 1.529
O -3.513 -1.140 1.982
C -3.686 0.138 -0.614
C -2.018 -1.721 -0.386
C -3.732 1.830 2.329
H -2.030 1.598 4.275
H -1.238 0.020 3.881
H -2.981 0.158 4.171
H -1.388 2.894 2.152
H -0.354 1.494 2.325
H -0.311 2.545 0.038
H -2.068 2.569 -0.038
H -0.289 0.140 0.159
H -0.939 0.800 -1.349
H -3.731 1.204 -0.840
H -3.827 -0.409 -1.546
H -4.564 -0.064 -0.001
H -2.817 -2.436 -0.189
H -2.035 -1.870 -1.466
H -1.155 -2.269 -0.009
H -3.627 2.560 3.132
H -4.585 1.217 2.620
H -4.026 2.111 1.318
H -4.320 -0.778 1.610
C 7.205 2.461 12.049
C 6.527 1.169 11.552
C 7.516 0.090 11.903
C 6.999 -1.344 11.739
C 5.721 -1.469 12.563
C 4.664 -0.380 12.304
N 5.289 0.972 12.287
O 4.445 2.105 12.315
C 4.000 -0.762 10.911
C 3.580 -0.419 13.360
C 6.254 1.157 10.022
H 7.693 2.358 13.018
H 6.524 3.312 12.063
H 7.994 2.809 11.382
H 8.379 0.185 11.244
H 7.730 0.226 12.963
H 7.839 -2.015 11.916
H 6.922 -1.721 10.719
H 6.027 -1.408 13.608
H 5.211 -2.397 12.305
H 3.094 -1.312 11.165
H 3.487 0.126 10.541
H 4.552 -1.310 10.148
H 2.754 0.114 12.888
H 3.285 -1.443 13.591
H 3.855 0.092 14.283
H 5.302 1.665 9.867
H 6.173 0.176 9.555
H 6.881 1.704 9.318
H 4.602 2.619 13.111
C 1.297 -6.583 7.398
O 2.570 -6.193 6.971
C 2.752 -6.258 5.520
C 4.111 -5.603 5.135
N 5.224 -6.472 5.473
C 6.537 -5.886 5.037
C 7.605 -6.866 5.605
O 7.628 -6.684 7.007
C 8.851 -7.123 7.681
H 0.623 -5.728 7.341
H 1.179 -6.738 8.470
H 0.772 -7.336 6.810
H 1.905 -5.766 5.040
H 2.556 -7.250 5.114
H 4.160 -4.601 5.563
H 3.964 -5.399 4.074
H 5.446 -6.668 6.439
H 6.762 -4.913 5.474
H 6.622 -5.835 3.951
H 8.545 -6.556 5.150
H 7.382 -7.913 5.402
H 8.856 -6.680 8.677
H 9.593 -6.497 7.185
H 9.073 -8.188 7.620
C -11.742 15.258 7.103
O -10.640 14.994 8.008
C -10.136 13.636 7.849
C -9.265 13.367 6.595
N -8.451 12.182 6.807
C -7.372 12.006 5.789
C -6.307 10.999 6.392
O -5.550 11.601 7.477
C -4.482 10.787 7.792
H -12.046 16.289 7.286
H -12.562 14.570 7.308
H -11.348 15.008 6.118
H -10.900 12.861 7.906
H -9.593 13.579 8.792
H -8.646 14.248 6.425
H -9.899 13.415 5.710
H -7.992 11.965 7.680
H -6.897 12.899 5.383
H -7.926 11.485 5.008
H -5.696 10.758 5.522
H -6.772 10.072 6.728
H -4.778 9.750 7.947
H -4.017 11.066 8.738
H -3.699 10.896 7.041
C 6.817 11.506 -6.098
O 7.228 10.499 -7.018
C 6.367 10.062 -8.094
C 5.301 8.939 -7.606
N 5.896 7.714 -7.022
C 4.910 6.715 -6.658
C 5.550 5.406 -6.096
O 6.313 5.606 -4.876
C 6.838 4.401 -4.356
H 6.635 12.443 -6.624
H 7.509 11.546 -5.256
H 5.886 11.121 -5.681
H 6.931 9.727 -8.965
H 5.666 10.858 -8.342
H 4.723 8.560 -8.448
H 4.566 9.564 -7.098
H 6.420 7.984 -6.201
H 4.318 6.406 -7.520
H 4.248 7.096 -5.880
H 6.224 5.021 -6.862
H 4.856 4.572 -5.989
H 6.921 4.364 -3.270
H 7.846 4.205 -4.722
H 6.232 3.502 -4.462
C -12.259 -6.317 2.118
O -11.529 -5.112 2.112
C -12.354 -3.913 2.207
C -11.421 -2.755 2.314
N -10.292 -2.937 3.295
C -10.825 -2.910 4.677
C -9.762 -2.924 5.818
O -10.139 -3.437 7.100
C -10.836 -2.458 7.907
H -12.905 -6.276 1.241
H -12.990 -6.340 2.927
H -11.581 -7.170 2.134
H -12.892 -3.902 3.155
H -12.994 -3.817 1.330
H -11.934 -1.805 2.467
H -11.082 -2.528 1.303
H -10.026 -3.908 3.221
H -11.501 -3.742 4.873
H -11.443 -2.028 4.846
H -9.049 -2.100 5.818
H -9.228 -3.846 5.589
H -10.272 -1.581 8.225
H -11.353 -2.860 8.779
H -11.701 -2.111 7.342
C -0.079 1.582 -10.054
O -0.544 2.841 -9.569
C -1.907 3.081 -9.860
C -2.215 4.513 -9.550
N -1.461 5.432 -10.348
C -2.106 5.602 -11.636
C -1.312 6.381 -12.669
O -0.385 5.547 -13.386
C 0.304 6.139 -14.413
H 1.003 1.504 -9.941
H -0.365 1.465 -11.099
H -0.358 0.745 -9.415
H -2.597 2.422 -9.334
H -2.111 2.860 -10.908
H -2.032 4.701 -8.492
H -3.276 4.733 -9.665
H -0.537 5.049 -10.489
H -3.110 6.016 -11.542
H -2.249 4.611 -12.066
H -0.894 7.276 -12.208
H -1.918 6.714 -13.511
H -0.327 6.337 -15.279
H 1.057 5.439 -14.775
H 0.838 7.061 -14.185
C -0.958 -6.390 -11.605
O -2.335 -6.306 -11.429
C -3.247 -5.680 -12.291
C -4.669 -6.262 -11.868
N -5.194 -5.603 -10.654
C -6.492 -6.203 -10.310
C -6.956 -5.819 -8.958
O -6.184 -6.582 -8.053
C -6.486 -6.344 -6.674
H -0.414 -6.839 -10.773
H -0.558 -5.387 -11.752
H -0.711 -6.968 -12.495
H -3.062 -5.923 -13.337
H -3.270 -4.593 -12.218
H -4.754 -7.348 -11.908
H -5.254 -6.039 -12.760
H -4.544 -5.884 -9.934
H -6.519 -7.289 -10.401
H -7.299 -5.872 -10.965
H -8.016 -6.063 -9.021
H -6.861 -4.794 -8.598
H -5.944 -6.926 -5.928
H -7.497 -6.723 -6.528
H -6.477 -5.320 -6.302
```

Highest occupied orbital energy = -7.99 eV
Charge = 0
2S+1 = 1
SMILES = CC1(C)CCCC(C)(C)N1O.CC1(C)CCCC(C)(C)N1O.CC1(C)CCCC(C)(C)N1O.COCCNCCOC.COCCNCCOC.COCCNCCOC.COCCNCCOC.COCCNCCOC.COCCNCCOC
DFT total energy = -4109.2734 Ha
Gap between HOMO and LUMO = 8.7 eV